Here is a structure of composition C3H6N2 from the Open Molecules 2025 dataset. Energies are from the ωB97M-V functional and the def2-TZVPD basis.

```
11
Properties=species:S:1:pos:R:3
C -0.41389 1.63868 0.43414
C -0.52658 0.31725 1.09395
C 0.79744 -1.83798 -1.17877
H -0.07648 1.44168 -0.59548
H 0.41714 2.21315 0.81643
H -1.31973 2.22664 0.36245
H -0.79483 0.18291 2.20547
H 1.24810 -1.74640 -2.21426
H 1.62186 -2.72845 -0.44513
N -0.55973 -0.89285 0.47895
N -0.39332 -0.81463 -0.95776
```

Its total energy is -227.2079 Ha. The calculation puts the energy above the lowest of the compared OMol25 structures with the same formula, charge and spin at 136.12 kcal per mole. As for the HOMO energy: -9.1 eV. Its charge is 0. The molecular weight is 70.095 g/mol. The lowest unoccupied orbital energy is -0.2 eV.